This record from the Open Molecules 2025 dataset describes a cluster of 5 separate species, C32H77N6 in total. The level of theory is ωB97M-V/def2-TZVPD.

The total charge is +1. Its HOMO-LUMO gap is 5.24 eV.

Positions of all 115 atoms, in Å:
C -1.353 1.295 -4.434
C -1.527 1.066 -5.940
N -2.954 0.959 -6.305
C -3.637 2.143 -6.827
C -5.149 1.804 -6.971
C -5.902 2.777 -6.050
N -4.818 3.644 -5.565
C -3.622 3.336 -5.918
C -2.485 4.194 -5.473
C -1.329 4.382 -6.474
H -0.497 1.922 -4.199
H -2.265 1.738 -4.034
H -1.254 0.334 -3.933
H -1.074 0.113 -6.202
H -1.008 1.821 -6.531
H -3.040 0.250 -7.019
H -3.261 2.449 -7.810
H -5.482 1.799 -8.002
H -5.274 0.810 -6.548
H -6.306 2.251 -5.186
H -6.691 3.366 -6.504
H -4.990 4.465 -4.997
H -2.910 5.176 -5.257
H -2.119 3.796 -4.528
H -1.511 3.895 -7.428
H -1.171 5.440 -6.661
H -0.403 3.981 -6.072
C 2.283 -0.810 -3.831
C 2.420 -1.897 -2.775
N 2.111 -1.429 -1.438
C 2.518 -2.348 -0.387
C 1.831 -3.717 -0.318
C 0.806 -0.822 -1.275
C -0.423 -1.656 -1.657
H 2.865 0.070 -3.557
H 2.650 -1.178 -4.790
H 1.243 -0.506 -3.973
H 3.457 -2.242 -2.765
H 1.811 -2.765 -3.079
H 2.390 -1.836 0.571
H 3.595 -2.505 -0.497
H 0.807 -3.646 0.049
H 2.376 -4.364 0.371
H 1.813 -4.215 -1.289
H 0.784 0.105 -1.858
H 0.711 -0.499 -0.235
H -0.303 -2.152 -2.622
H -1.300 -1.007 -1.727
H -0.648 -2.416 -0.911
C 1.827 1.168 2.446
C 1.125 1.198 3.794
N -0.182 0.566 3.757
C -0.985 0.832 4.938
C -0.484 0.302 6.286
C -0.203 -0.799 3.260
C 0.681 -1.838 3.963
H 1.184 1.588 1.670
H 2.746 1.754 2.482
H 2.101 0.153 2.154
H 0.980 2.241 4.089
H 1.790 0.754 4.551
H -1.991 0.447 4.753
H -1.092 1.919 5.014
H -0.596 -0.778 6.370
H -1.063 0.751 7.094
H 0.564 0.551 6.457
H 0.078 -0.777 2.203
H -1.242 -1.139 3.274
H 1.693 -1.465 4.129
H 0.762 -2.732 3.341
H 0.273 -2.147 4.924
C -5.502 -6.590 0.035
C -4.388 -6.255 -0.945
N -3.679 -5.035 -0.601
C -2.829 -4.537 -1.664
C -1.636 -5.394 -2.108
C -3.111 -4.992 0.736
C -2.119 -6.093 1.134
H -6.177 -5.742 0.158
H -6.080 -7.436 -0.339
H -5.117 -6.868 1.017
H -4.828 -6.103 -1.934
H -3.721 -7.126 -1.035
H -2.463 -3.552 -1.364
H -3.468 -4.361 -2.537
H -0.832 -5.391 -1.372
H -1.223 -4.995 -3.037
H -1.925 -6.428 -2.295
H -3.936 -5.003 1.452
H -2.637 -4.015 0.861
H -2.481 -7.085 0.861
H -1.978 -6.085 2.216
H -1.139 -5.954 0.679
C 5.711 5.714 3.409
C 4.744 4.777 4.117
N 5.415 3.767 4.913
C 4.539 2.692 5.340
C 3.384 3.030 6.291
C 6.347 4.267 5.910
C 5.814 5.248 6.962
H 6.441 5.149 2.829
H 5.162 6.366 2.728
H 6.249 6.355 4.108
H 4.153 4.251 3.362
H 4.030 5.380 4.702
H 5.156 1.911 5.791
H 4.115 2.245 4.433
H 3.730 3.226 7.305
H 2.698 2.182 6.342
H 2.812 3.894 5.949
H 7.175 4.747 5.384
H 6.789 3.403 6.411
H 5.210 6.038 6.513
H 6.651 5.729 7.472
H 5.213 4.754 7.724



This record from the Open Molecules 2025 dataset describes a cluster of 10 separate species, C32H79Br2F2N4O15P2S in total. The level of theory is ωB97M-V/def2-TZVPD.

The total charge is +1. Its HOMO-LUMO gap is 7.01 eV.

Positions of all 137 atoms, in Å:
C 4.149 1.293 1.170
C 4.797 0.755 -0.118
C 4.032 -0.341 -0.797
F 3.972 -1.450 0.061
N 2.616 -0.027 -1.063
C 1.820 -1.124 -1.385
N 2.281 -2.256 -1.835
C 1.443 -3.407 -2.145
C 0.919 -3.352 -3.558
O 0.998 -2.453 -4.313
F 0.327 -4.485 -3.855
N 0.460 -0.992 -1.254
C 0.027 0.410 -1.514
C -1.297 0.369 -2.310
Br -1.266 1.259 -3.983
C -2.401 -0.248 -1.882
C -2.553 -0.959 -0.567
Br -3.963 -0.298 -2.932
P -0.164 1.410 0.065
C -1.680 2.371 0.007
C -0.082 0.297 1.511
O 0.971 0.981 -2.406
C 2.334 1.076 -2.013
C 2.607 2.492 -1.495
S 1.617 3.781 -2.290
O 2.563 4.727 -2.818
O 0.629 4.227 -1.354
P 3.344 0.948 -3.593
N 4.792 1.418 -3.383
O 2.417 1.722 -4.627
O 3.256 -0.595 -3.980
H 4.056 2.371 1.089
H 4.808 1.088 2.005
H 3.176 0.843 1.344
H 5.758 0.315 0.139
H 5.035 1.526 -0.842
H 4.595 -0.681 -1.673
H 3.274 -2.354 -1.992
H 0.612 -3.507 -1.457
H 2.048 -4.305 -2.037
H 0.154 -1.303 -0.336
H -2.460 -0.260 0.262
H -3.558 -1.361 -0.497
H -1.882 -1.809 -0.465
H -1.926 2.688 -1.003
H -2.552 1.864 0.410
H -1.553 3.279 0.586
H -0.275 0.927 2.375
H 0.940 -0.068 1.592
H -0.757 -0.562 1.527
H 2.355 2.541 -0.438
H 3.641 2.786 -1.624
H 1.030 3.166 -3.339
H 5.088 2.210 -3.938
H 2.955 2.250 -5.234
H 2.676 -0.733 -4.744
C -4.235 1.928 4.432
C -4.356 1.140 3.143
O -3.080 1.035 2.481
H -3.839 2.925 4.231
H -5.199 2.025 4.929
H -3.548 1.433 5.124
H -5.023 1.641 2.444
H -4.752 0.145 3.337
H -2.481 0.579 3.080
C 5.907 -4.633 0.918
C 5.680 -5.623 -0.206
O 4.293 -5.955 -0.332
H 5.543 -5.038 1.863
H 6.964 -4.390 1.026
H 5.362 -3.703 0.730
H 6.202 -6.559 -0.018
H 6.046 -5.215 -1.154
H 3.818 -5.138 -0.502
C 8.095 4.634 0.123
C 6.818 3.985 0.619
O 7.043 2.662 1.113
H 8.547 4.031 -0.664
H 7.900 5.632 -0.268
H 8.822 4.720 0.933
H 6.100 3.886 -0.196
H 6.361 4.596 1.404
H 7.670 2.726 1.841
C -4.071 6.393 2.420
C -3.031 5.817 1.479
O -3.534 4.704 0.740
H -4.419 5.628 3.116
H -3.664 7.227 2.992
H -4.939 6.752 1.863
H -2.173 5.445 2.038
H -2.675 6.586 0.786
H -4.287 5.009 0.225
C -7.778 -0.210 5.623
C -7.845 -1.004 4.333
O -6.564 -1.109 3.705
H -7.391 0.790 5.435
H -8.769 -0.127 6.073
H -7.110 -0.686 6.340
H -8.496 -0.514 3.610
H -8.239 -2.008 4.521
H -5.979 -1.561 4.322
C -2.934 4.968 -6.137
C -1.482 4.575 -5.949
O -1.233 3.229 -6.362
H -3.584 4.295 -5.577
H -3.110 5.989 -5.797
H -3.218 4.904 -7.189
H -1.207 4.624 -4.896
H -0.827 5.253 -6.504
H -1.459 3.156 -7.294
C 4.067 -9.405 0.055
C 5.517 -9.833 0.185
O 5.710 -11.206 -0.134
H 3.434 -10.015 0.702
H 3.943 -8.356 0.324
H 3.715 -9.541 -0.971
H 5.862 -9.712 1.211
H 6.153 -9.216 -0.462
H 5.428 -11.344 -1.043
C -2.641 -3.805 -5.805
C -4.126 -3.718 -5.504
O -4.390 -3.767 -4.105
H -2.224 -4.725 -5.393
H -2.453 -3.786 -6.879
H -2.109 -2.964 -5.350
H -4.657 -4.560 -5.943
H -4.544 -2.797 -5.925
H -3.933 -3.024 -3.702
C -5.437 0.857 9.836
C -5.168 1.691 8.597
O -6.094 1.407 7.548
H -5.391 -0.205 9.596
H -4.708 1.071 10.618
H -6.434 1.063 10.231
H -4.180 1.473 8.194
H -5.207 2.758 8.842
H -6.977 1.607 7.876



This record from the Open Molecules 2025 dataset describes a structure of composition C32H81CaCuN5O12. The level of theory is ωB97M-V/def2-TZVPD.

The total charge is +1. Its HOMO-LUMO gap is 5.06 eV.

Positions of all 132 atoms, in Å:
Cu 27.652 -6.777 9.649
Ca 29.155 -7.567 13.718
C 26.346 -8.489 7.453
O 26.656 -7.137 7.541
H 26.770 -9.098 8.271
H 25.266 -8.652 7.676
H 26.412 -8.946 6.456
C 27.588 -9.102 11.325
O 28.096 -7.801 11.638
H 28.146 -9.665 10.572
H 27.539 -9.656 12.276
H 26.548 -8.985 11.008
C 25.257 -12.207 11.345
O 23.882 -12.431 11.564
C 23.144 -11.313 12.042
C 21.685 -11.418 11.596
N 21.472 -10.608 10.404
C 22.377 -10.822 9.280
C 22.093 -9.900 8.110
O 20.893 -10.298 7.481
C 20.467 -9.488 6.415
H 25.389 -11.424 10.596
H 25.697 -13.168 11.079
H 25.749 -11.993 12.307
H 23.544 -10.307 11.882
H 23.163 -11.469 13.131
H 21.072 -11.078 12.431
H 21.500 -12.496 11.500
H 20.525 -10.740 10.063
H 22.478 -11.862 8.953
H 23.299 -10.421 9.716
H 22.974 -10.010 7.467
H 21.934 -8.874 8.454
H 19.457 -9.754 6.113
H 21.146 -9.703 5.582
H 20.506 -8.421 6.661
C 30.179 -5.233 11.342
O 29.774 -5.518 12.700
C 29.339 -4.284 13.275
C 28.768 -4.683 14.628
N 27.699 -5.708 14.588
C 26.616 -5.344 13.617
C 25.416 -6.195 13.842
O 24.926 -6.049 15.165
C 23.841 -6.872 15.499
H 30.530 -6.071 10.744
H 31.041 -4.559 11.400
H 29.365 -4.680 10.872
H 28.561 -3.680 12.801
H 30.214 -3.642 13.397
H 28.430 -3.754 15.105
H 29.597 -4.956 15.291
H 27.205 -5.721 15.478
H 27.090 -5.454 12.641
H 26.437 -4.281 13.808
H 25.351 -7.222 13.459
H 24.544 -5.794 13.295
H 22.868 -6.497 15.156
H 23.656 -6.805 16.573
H 23.914 -7.930 15.239
C 30.035 -5.956 7.653
O 30.182 -7.257 8.176
C 31.259 -7.966 7.607
C 30.925 -9.440 7.695
N 30.594 -9.822 9.050
C 30.191 -11.209 9.195
C 29.297 -11.926 8.223
O 28.791 -13.081 8.839
C 28.046 -13.975 8.047
H 30.057 -5.940 6.564
H 30.839 -5.288 8.005
H 29.153 -5.440 8.035
H 32.225 -7.765 8.086
H 31.362 -7.709 6.548
H 31.717 -10.031 7.228
H 30.059 -9.635 7.044
H 29.851 -9.203 9.357
H 29.742 -11.358 10.192
H 31.047 -11.813 9.535
H 29.748 -12.181 7.253
H 28.460 -11.303 7.865
H 27.621 -14.826 8.569
H 28.560 -14.305 7.138
H 27.228 -13.330 7.688
C 33.094 -6.493 13.089
O 32.012 -7.426 12.994
C 32.417 -8.678 12.470
C 31.233 -9.521 12.059
N 30.164 -9.637 13.088
C 30.678 -10.674 14.060
C 29.736 -11.867 13.955
O 30.039 -12.740 12.865
C 28.933 -13.292 12.136
H 32.555 -5.546 13.147
H 33.638 -6.458 12.144
H 33.732 -6.668 13.953
H 32.986 -9.217 13.240
H 33.078 -8.569 11.606
H 31.522 -10.424 11.521
H 30.682 -8.976 11.284
H 29.364 -10.122 12.695
H 30.440 -10.303 15.061
H 31.676 -11.051 13.867
H 28.662 -11.650 13.978
H 29.933 -12.503 14.827
H 28.487 -14.036 12.806
H 29.351 -13.759 11.251
H 28.150 -12.568 11.893
C 23.905 -6.838 10.301
O 23.690 -6.529 8.937
C 22.393 -6.082 8.660
C 22.207 -4.607 8.925
N 23.235 -3.710 8.319
C 23.018 -2.308 8.640
C 21.873 -1.621 7.909
O 20.601 -2.146 8.268
C 19.520 -1.510 7.609
H 23.285 -7.711 10.531
H 23.750 -5.946 10.916
H 24.954 -7.121 10.426
H 21.540 -6.551 9.165
H 22.264 -6.179 7.576
H 22.399 -4.339 9.981
H 21.163 -4.278 8.909
H 23.039 -3.887 7.334
H 23.937 -1.763 8.401
H 22.887 -2.000 9.682
H 21.978 -1.676 6.819
H 21.846 -0.562 8.204
H 19.736 -1.331 6.550
H 19.386 -0.521 8.060
H 18.669 -2.169 7.751